[1]
The following is a quantum chemistry calculation of a 2-piece molecular cluster, C12H17N overall in a non-equilibrium geometry, from the Open Molecules 2025 dataset.

Results
DFT total energy = -14209.412 eV
Orbital gap = 8.7096 eV
ΔE to the lowest compared entry with this formula, charge and spin = 21.4 kcal/mol
Structure (SMILES) = CCc1c[nH]c2ccccc12.CC
M = 175.275 g mol⁻¹

Geometry (Å):
1 C 0.549 -2.566 -1.944
2 C -0.371 -1.588 -1.177
3 C 0.403 -0.697 -0.231
4 C 1.515 0.005 -0.571
5 N 2.072 0.557 0.585
6 C 1.226 0.274 1.659
7 C 1.395 0.499 3.027
8 C 0.428 -0.059 3.842
9 C -0.527 -0.971 3.388
10 C -0.674 -1.222 2.039
11 C 0.194 -0.543 1.167
12 H 0.663 -2.191 -2.961
13 H 0.163 -3.592 -2.068
14 H 1.446 -2.785 -1.367
15 H -0.914 -1.035 -1.941
16 H -1.105 -2.160 -0.614
17 H 1.863 0.233 -1.563
18 H 2.671 1.356 0.620
19 H 2.103 1.136 3.543
20 H 0.532 0.084 4.910
21 H -1.216 -1.369 4.121
22 H -1.361 -1.920 1.584
23 C -1.446 1.576 -2.213
24 C -1.347 3.032 -1.832
25 H -0.677 1.316 -2.931
26 H -1.388 0.881 -1.381
27 H -2.375 1.306 -2.726
28 H -2.263 3.599 -1.672
29 H -0.899 3.229 -0.839
30 H -0.660 3.617 -2.453

These are the Mulliken partial charges, in e, on atoms 1 to 8:
1. C -1.394
2. C 0.085
3. C 0.269
4. C -0.739
5. N -0.096
6. C -0.250
7. C -0.774
8. C -0.443

[2]
The following is a quantum chemistry calculation of C12H17N3O2S in the gas phase in a non-equilibrium geometry, from the Open Molecules 2025 dataset.

Results
DFT total energy = -32120.723 eV
Orbital gap = 9.1142 eV
ΔE to the lowest compared entry with this formula, charge and spin = 24.1 kcal/mol
Structure (SMILES) = CCCCCCCc1nn2c(=O)cc(O)nc2s1
M = 267.354 g mol⁻¹

Geometry (Å):
1 C -4.759 -1.160 -1.029
2 C -5.186 -0.616 0.328
3 C -4.358 0.577 0.810
4 C -2.881 0.253 1.073
5 C -1.962 0.646 -0.083
6 C -0.510 0.280 0.207
7 C 0.412 0.689 -0.948
8 C 1.818 0.335 -0.660
9 N 2.760 1.172 -0.508
10 N 3.937 0.596 -0.230
11 C 5.140 1.361 -0.024
12 O 5.104 2.563 -0.099
13 C 6.251 0.511 0.256
14 C 6.128 -0.851 0.308
15 O 7.177 -1.632 0.570
16 N 4.954 -1.501 0.100
17 C 3.926 -0.762 -0.156
18 S 2.325 -1.359 -0.457
19 H -4.758 -0.368 -1.775
20 H -5.450 -1.934 -1.356
21 H -3.765 -1.597 -0.980
22 H -5.127 -1.415 1.071
23 H -6.232 -0.303 0.268
24 H -4.427 1.382 0.076
25 H -4.812 0.941 1.734
26 H -2.774 -0.815 1.276
27 H -2.548 0.786 1.966
28 H -2.282 0.150 -1.000
29 H -2.035 1.724 -0.246
30 H -0.428 -0.798 0.367
31 H -0.182 0.781 1.121
32 H 0.362 1.767 -1.108
33 H 0.092 0.180 -1.860
34 H 7.207 0.975 0.428
35 H 6.882 -2.555 0.561

These are the Mulliken partial charges, in e, on atoms 1 to 8:
1. C -1.083
2. C -0.498
3. C -0.678
4. C -0.673
5. C -0.608
6. C -0.679
7. C -0.482
8. C 0.215

[3]
The following is a quantum chemistry calculation of C12H17N3O2S in the gas phase in a non-equilibrium geometry, from the Open Molecules 2025 dataset.

Results
DFT total energy = -32105.788 eV
Orbital gap = 6.5573 eV
ΔE to the lowest compared entry with this formula, charge and spin = 368.5 kcal/mol
Structure (SMILES) = CC(C)CCNC(=S)Nc1ccc([N+](=O)[O-])cc1
M = 267.354 g mol⁻¹

Geometry (Å):
1 C 0.007 2.105 -1.447
2 C 0.669 3.307 -0.673
3 C 1.869 3.899 -0.954
4 C 0.355 2.987 0.911
5 C 1.250 1.868 1.642
6 N 0.668 0.557 1.139
7 C -0.448 0.027 2.220
8 S -0.754 0.854 3.522
9 N -0.991 -1.092 1.934
10 C -0.893 -2.014 0.704
11 C -0.804 -1.528 -0.498
12 C -0.738 -2.647 -1.416
13 C -1.010 -3.817 -1.200
14 N -0.695 -4.910 -2.113
15 O -1.066 -6.054 -2.063
16 O -0.635 -4.311 -3.605
17 C -0.971 -4.297 0.105
18 C -1.218 -3.298 1.212
19 H -0.902 1.606 -1.189
20 H 0.016 2.256 -2.425
21 H 0.860 1.287 -1.382
22 H -0.200 4.182 -0.793
23 H 2.519 3.189 -0.867
24 H 2.275 4.633 -0.209
25 H 2.010 4.141 -1.863
26 H 0.578 3.897 1.721
27 H -0.648 2.875 1.097
28 H 2.276 1.797 1.041
29 H 1.254 1.925 2.597
30 H 0.889 -0.116 0.678
31 H -1.417 -1.554 2.730
32 H -0.782 -0.433 -0.690
33 H -0.677 -2.260 -2.370
34 H -1.361 -5.286 0.283
35 H -1.286 -3.777 2.222

These are the Mulliken partial charges, in e, on atoms 1 to 8:
1. C -1.572
2. C 1.025
3. C -2.172
4. C -0.822
5. C -1.349
6. N -0.181
7. C 0.181
8. S -0.415

[4]
The following is a quantum chemistry calculation of C12H17N3O5S as an isolated structure in a non-equilibrium geometry, from the Open Molecules 2025 dataset.

Results
DFT total energy = -38248.135 eV
Orbital gap = 8.2874 eV
ΔE to the lowest compared entry with this formula, charge and spin = 375.3 kcal/mol
M = 315.351 g mol⁻¹

Geometry (Å):
1 C 4.393 3.388 -0.450
2 H 5.397 3.207 -1.130
3 H 4.625 4.345 0.082
4 H 3.553 3.496 -1.238
5 O 4.129 2.104 0.177
6 C 3.851 1.019 -0.206
7 O 3.825 0.802 -1.283
8 C 3.672 0.010 0.636
9 N 3.169 -1.168 -0.022
10 C 1.941 -1.606 0.194
11 O 1.125 -0.943 1.106
12 N 1.382 -2.361 -0.842
13 H 2.197 -3.076 -1.443
14 C 0.218 -3.022 -0.576
15 C -0.915 -2.108 -0.598
16 C -1.960 -2.277 0.623
17 C -2.847 -1.454 0.692
18 C -2.918 -0.243 -0.109
19 C -1.817 0.081 -1.233
20 C -0.965 -0.938 -1.196
21 H -0.220 -0.875 -2.159
22 H -2.087 0.939 -1.649
23 S -4.097 1.214 0.126
24 O -4.268 1.945 -0.940
25 O -5.268 0.712 0.425
26 N -3.298 2.094 1.223
27 H -2.528 2.334 0.913
28 H -3.230 1.772 2.088
29 H -3.741 -1.423 1.491
30 H -1.835 -3.142 1.223
31 H 0.046 -3.591 -1.569
32 H 0.154 -3.809 0.127
33 H 3.691 -1.299 -0.806
34 C 4.980 -0.414 1.481
35 H 5.290 0.543 2.032
36 H 4.890 -0.884 2.259
37 H 5.805 -0.580 0.630
38 H 2.911 0.306 1.734

These are the Mulliken partial charges, in e, on atoms 1 to 8:
1. C -0.630
2. H 0.246
3. H 0.263
4. H 0.266
5. O -0.376
6. C 0.613
7. O -0.537
8. C 0.177

[5]
The following is a quantum chemistry calculation of C12H17N3O6PRuS5 as an isolated structure in a non-equilibrium geometry, from the Open Molecules 2025 dataset.

Results
DFT total energy = -95525.287 eV
Orbital gap (spin up / spin down) = 6.1687 / 6.2956 eV
Total charge = -2
Spin multiplicity = 6
ΔE to the lowest compared entry with this formula, charge and spin = 6.1 kcal/mol
M = 591.662 g mol⁻¹
<S²> = 8.7710

Geometry (Å):
1 Ru 0.747 -0.498 1.167
2 N 1.681 -0.204 5.422
3 C 1.401 0.130 4.125
4 S 2.601 -0.294 2.929
5 N 0.319 0.800 3.904
6 N -0.067 1.045 2.645
7 C -1.287 1.479 2.503
8 C -1.883 1.873 1.273
9 C -3.186 2.390 1.291
10 C -3.829 2.782 0.142
11 C -3.183 2.639 -1.086
12 C -1.915 2.125 -1.151
13 C -1.200 1.735 0.014
14 O -0.004 1.306 -0.083
15 H 2.341 -0.967 5.475
16 H 0.815 -0.404 5.917
17 H -1.894 1.543 3.410
18 H -3.686 2.486 2.248
19 H -4.835 3.183 0.188
20 H -3.696 2.930 -1.995
21 H -1.406 1.986 -2.094
22 C 1.367 -4.065 -3.031
23 C 1.247 -2.643 -3.557
24 O 1.936 -1.757 -2.701
25 P 1.121 -0.711 -1.718
26 S 2.704 -0.046 -0.689
27 S -0.550 -1.594 -1.101
28 O 0.603 0.369 -2.828
29 C 1.544 1.080 -3.605
30 C 1.412 2.573 -3.351
31 H 0.888 -4.766 -3.713
32 H 0.891 -4.115 -2.055
33 H 2.417 -4.326 -2.916
34 H 0.190 -2.354 -3.620
35 H 1.714 -2.552 -4.548
36 H 1.339 0.844 -4.658
37 H 2.557 0.745 -3.353
38 H 0.423 2.925 -3.640
39 H 2.168 3.114 -3.919
40 H 1.543 2.758 -2.287
41 O 0.449 -3.566 4.784
42 S -0.697 -2.750 4.404
43 O -0.761 -1.485 5.134
44 O -1.960 -3.472 4.384
45 S -0.370 -2.267 2.340

These are the Mulliken partial charges, in e, on atoms 1 to 8:
1. Ru 0.173
2. N -0.571
3. C 0.416
4. S -0.500
5. N -0.977
6. N 0.705
7. C -0.310
8. C 0.467

[6]
The following is a quantum chemistry calculation of a 2-piece molecular cluster, C12H17NS overall in a non-equilibrium geometry, from the Open Molecules 2025 dataset.

Results
DFT total energy = -25044.757 eV
Orbital gap = 8.6630 eV
ΔE to the lowest compared entry with this formula, charge and spin = 24.9 kcal/mol
Structure (SMILES) = Cc1c[nH]c2ccccc12.CCSC
M = 207.342 g mol⁻¹

Geometry (Å):
1 C 2.041 -3.332 -1.274
2 C 1.231 -2.095 -1.504
3 C 1.490 -1.069 -2.340
4 N 0.423 -0.173 -2.332
5 C -0.491 -0.582 -1.415
6 C -1.718 -0.093 -1.008
7 C -2.358 -0.622 0.088
8 C -1.830 -1.758 0.716
9 C -0.689 -2.371 0.219
10 C -0.008 -1.789 -0.834
11 H 3.016 -3.232 -1.755
12 H 1.530 -4.137 -1.814
13 H 2.216 -3.617 -0.242
14 H 2.227 -0.946 -3.112
15 H 0.439 0.752 -2.734
16 H -2.120 0.807 -1.467
17 H -3.182 -0.129 0.571
18 H -2.370 -2.223 1.520
19 H -0.340 -3.306 0.632
20 C -1.407 2.870 0.944
21 C 0.073 3.119 0.675
22 S 1.269 2.084 1.605
23 C 0.301 1.524 3.029
24 H -1.972 3.705 0.514
25 H -1.620 3.015 1.998
26 H -1.705 1.888 0.613
27 H 0.394 3.328 -0.341
28 H 0.251 4.099 1.126
29 H -0.649 1.161 2.638
30 H 0.798 0.668 3.467
31 H 0.163 2.310 3.771

These are the Mulliken partial charges, in e, on atoms 1 to 8:
1. C -1.378
2. C 0.496
3. C -0.725
4. N -0.041
5. C -0.408
6. C -0.641
7. C -0.530
8. C -0.650